Entry 1:
This record from the OMol25 dataset describes a cluster of 14 separate species, C41H118N8O14 in total at a distorted geometry. The level of theory is ωB97M-V with the def2-TZVPD basis set.

Net charge: 0
E_LUMO (eV): 0.540
Kohn-Sham gap (eV): 8.946

Element x y z (Å)
C: -4.1670 2.1116 -4.4721
C: -3.9784 3.1080 -3.3233
C: -4.6372 2.5703 -2.0532
O: -4.4744 3.4739 -1.0535
C: -5.0285 3.1763 0.2082
N: -2.5417 3.2057 -3.0968
H: -5.2101 1.9683 -4.7197
H: -3.7607 1.1779 -4.0362
H: -3.6780 2.4713 -5.3927
H: -4.3949 4.1104 -3.5142
H: -4.2620 1.5740 -1.8566
H: -5.7370 2.4812 -2.2355
H: -4.8324 3.9751 0.8990
H: -4.5893 2.2509 0.6137
H: -6.1486 3.0978 0.0850
H: -2.4429 3.7267 -2.1911
H: -2.2272 2.2780 -2.7869
C: 1.8882 0.2261 3.4784
C: 1.2696 -0.2172 4.8264
C: 1.8491 0.4066 6.1175
O: 3.1593 0.8009 5.7751
C: 3.7885 1.4574 6.8323
N: -0.1970 -0.0159 4.8740
H: 1.4045 -0.2130 2.5713
H: 2.9264 -0.0560 3.4958
H: 1.8424 1.2679 3.1574
H: 1.3477 -1.3091 4.9165
H: 1.8529 -0.3623 6.9217
H: 1.2513 1.3049 6.4043
H: 4.1146 0.6642 7.6033
H: 3.1494 2.2386 7.3033
H: 4.6857 1.9537 6.3766
H: -0.7217 -0.4619 4.1306
H: -0.4789 0.9941 4.8218
C: -0.7475 -2.8645 2.3312
C: -0.9080 -3.9769 1.2856
C: -0.2198 -5.2518 1.6490
O: -0.9615 -5.8808 2.6951
C: -0.3932 -5.9969 3.9878
N: -2.3537 -4.0936 1.0233
H: -1.1989 -3.2093 3.2623
H: -1.2548 -1.9816 2.0660
H: 0.2825 -2.6010 2.6552
H: -0.4605 -3.6780 0.3509
H: 0.7554 -4.9249 1.9763
H: -0.1562 -5.9671 0.8169
H: -0.1054 -7.0272 4.2199
H: -1.1077 -5.6101 4.6757
H: 0.4641 -5.3269 4.0447
H: -2.5734 -4.7954 0.3501
H: -2.7392 -4.4577 1.9004
C: -0.7985 0.6361 -4.7949
C: 0.3277 0.0490 -5.6436
C: 0.6587 0.9849 -6.8223
O: 1.7110 0.3810 -7.5809
C: 2.0563 1.2101 -8.6532
N: 1.5607 0.0019 -4.8923
H: -1.7474 0.4364 -5.3257
H: -0.6141 1.7062 -4.7545
H: -0.8346 0.1061 -3.8456
H: -0.0179 -0.9757 -5.9792
H: 1.0546 1.9220 -6.4157
H: -0.2425 1.2222 -7.4471
H: 2.6044 2.0340 -8.1991
H: 1.2358 1.5539 -9.2526
H: 2.7858 0.6553 -9.2548
H: 1.4982 -0.8210 -4.2085
H: 2.3099 -0.2332 -5.5244
C: 4.3105 3.7905 -1.2793
C: 3.3037 4.5625 -0.3963
C: 1.9987 4.7686 -1.1556
O: 1.1464 5.7010 -0.4921
C: 0.0512 5.9611 -1.3333
N: 3.1112 3.9833 0.9294
H: 5.1371 3.4907 -0.5960
H: 4.7597 4.4056 -2.0486
H: 3.6782 2.9763 -1.7728
H: 3.7378 5.5738 -0.2936
H: 1.5373 3.8015 -1.2746
H: 2.2441 5.0777 -2.1539
H: -0.5485 6.8387 -0.9723
H: -0.6158 5.0972 -1.4346
H: 0.4988 6.2062 -2.3007
H: 2.6111 3.0904 0.8039
H: 2.4831 4.5296 1.5127
C: 3.5866 -4.2599 3.2462
C: 4.0080 -3.8646 1.8145
C: 3.8142 -2.3411 1.7669
O: 4.0713 -1.8190 0.4561
C: 3.9030 -0.3780 0.4392
N: 5.3051 -4.3484 1.5256
H: 4.3760 -3.9232 3.9189
H: 3.5767 -5.3354 3.2598
H: 2.6449 -3.8186 3.5976
H: 3.2585 -4.4294 1.2204
H: 4.5152 -1.8396 2.4430
H: 2.7959 -2.1874 2.0682
H: 2.8627 -0.1682 0.6485
H: 4.0236 -0.0776 -0.6060
H: 4.5766 0.1438 1.1319
H: 5.7096 -3.9457 0.6867
H: 5.8898 -4.3629 2.3656
C: -0.4146 4.0999 2.1143
C: 0.2718 5.0212 3.2094
C: 0.8810 4.2168 4.3683
O: 0.0212 3.3453 5.0090
C: -0.3094 3.6869 6.2762
N: 1.3354 5.7975 2.6069
H: -0.8216 4.7889 1.3356
H: -1.1740 3.4748 2.5960
H: 0.3821 3.5384 1.6022
H: -0.4604 5.6907 3.6632
H: 1.3873 4.8445 5.1312
H: 1.6334 3.6098 3.8583
H: -0.9905 2.8641 6.5473
H: -0.8274 4.6319 6.3423
H: 0.5223 3.6583 7.0413
H: 1.0604 6.2228 1.7418
H: 1.8648 6.4119 3.1881
C: -2.2363 -3.0659 -3.2814
C: -1.6849 -4.4748 -3.1594
C: -2.7932 -5.4404 -3.1391
O: -3.4018 -5.2930 -1.8844
C: -4.5287 -6.0755 -1.7214
N: -0.7286 -4.7979 -4.2139
H: -1.4688 -2.2530 -3.1482
H: -2.9944 -2.9726 -2.5289
H: -2.6285 -2.9383 -4.2561
H: -1.2628 -4.5311 -2.0983
H: -2.4400 -6.4517 -3.2949
H: -3.5103 -5.2634 -3.8993
H: -5.2663 -5.8433 -2.5243
H: -4.9309 -5.8505 -0.7095
H: -4.2352 -7.1488 -1.7627
H: -0.3059 -5.7175 -4.2734
H: -0.0458 -4.0815 -4.2728
O: -0.6110 3.8434 -5.2014
H: -1.3220 3.7112 -4.5338
H: -0.9638 4.5677 -5.6869
O: -3.8453 -1.5525 0.5664
H: -3.4488 -2.4460 0.5947
H: -4.7303 -1.7329 0.2107
O: 1.6519 2.1240 -3.3203
H: 1.8190 1.4160 -4.0107
H: 1.1366 2.7843 -3.7777
C: -1.4016 0.9257 0.5918
C: -0.1725 0.9290 -0.3344
C: 0.3962 -0.4056 -0.7223
O: -0.4960 1.6975 -1.4722
H: -1.7021 1.8985 1.0489
H: -1.0832 0.3285 1.4674
H: -2.2634 0.4579 0.1746
H: 0.6553 1.3899 0.2210
H: -0.2541 -0.9683 -1.4154
H: 0.5115 -0.9462 0.2259
H: 1.3878 -0.3253 -1.1293
H: 0.2563 1.7233 -2.0823
C: -5.2522 0.8414 3.1148
C: -3.7445 0.8022 3.4978
C: -3.6125 0.7668 5.0654
O: -3.2138 -0.4273 3.0651
H: -5.2667 0.6136 2.0584
H: -5.7300 1.7982 3.3678
H: -5.8376 0.1049 3.7162
H: -3.1659 1.6748 3.1091
H: -3.7009 -0.2362 5.5183
H: -4.4055 1.3317 5.5631
H: -2.6656 1.1580 5.3509
H: -3.4176 -0.6919 2.1594
C: 4.2164 -3.6091 -2.4653
C: 2.7533 -3.9200 -2.7488
C: 1.8117 -3.1126 -1.8173
O: 2.4074 -3.4828 -4.0784
H: 4.8653 -4.1445 -3.1646
H: 4.4798 -4.0286 -1.5139
H: 4.5270 -2.5562 -2.4479
H: 2.5746 -5.0518 -2.6449
H: 0.7742 -3.3856 -2.0880
H: 1.9087 -2.0490 -2.0602
H: 2.0649 -3.2721 -0.7410
H: 2.9552 -3.8095 -4.7961



Entry 2:
This record from the OMol25 dataset describes a structure of composition C41H20Br2MgN9O at a distorted geometry. The level of theory is ωB97M-V with the def2-TZVPD basis set.

Net charge: -1
E_LUMO (spin up / spin down) (eV): 1.754 / 1.137
Kohn-Sham gap (spin up / spin down) (eV): 5.372 / 5.220

Element x y z (Å)
Mg: -0.2956 -0.0914 -0.3127
C: 6.1146 -0.8619 -1.4080
C: 5.8517 -0.1109 -2.5503
C: 4.5489 0.1345 -2.9595
C: 3.5240 -0.3899 -2.1969
C: 2.0712 -0.3044 -2.2704
N: 1.3917 0.3386 -3.1660
C: 0.0695 0.1452 -3.2092
C: -0.6426 -0.8959 -3.9240
C: -0.2999 -1.8488 -4.8743
C: -1.3116 -2.6100 -5.4357
C: -2.6491 -2.4108 -5.0914
C: -3.0069 -1.4632 -4.1492
C: -1.9991 -0.7271 -3.5462
C: -1.9903 0.3629 -2.5984
N: -2.9884 0.7613 -1.8132
C: -3.2239 0.1683 -0.6912
N: -2.3596 -0.6980 -0.1115
C: -2.7505 -0.8626 1.1772
N: -2.1023 -1.4200 2.1618
C: -0.8222 -1.7449 2.1067
N: 0.0515 -1.4826 1.1118
C: 1.2610 -1.9758 1.4596
N: 2.3929 -1.9107 0.7812
C: 2.4867 -1.3724 -0.4045
N: 1.4965 -0.9145 -1.2086
C: 3.7853 -1.1251 -1.0257
C: 5.0881 -1.3610 -0.6222
C: 1.1909 -2.5786 2.7692
C: 2.1342 -3.1726 3.5953
C: 1.7266 -3.5873 4.8475
C: 0.4122 -3.3985 5.2823
C: -0.5339 -2.8107 4.4654
C: -0.1437 -2.4119 3.1955
C: -4.0492 -0.2256 1.3902
C: -4.8839 -0.1254 2.4880
C: -6.0060 0.6801 2.3723
C: -6.2951 1.3534 1.1906
C: -5.4654 1.2500 0.0831
C: -4.3399 0.4595 0.2007
N: -0.7729 0.9235 -2.5181
H: 7.1413 -1.0267 -1.1151
H: 6.6779 0.2982 -3.1137
H: 4.3333 0.7526 -3.8186
H: 0.7279 -1.9978 -5.1743
H: -1.0696 -3.3771 -6.1601
H: -3.4156 -2.9944 -5.5844
H: -4.0417 -1.2834 -3.8969
H: 5.2858 -1.8880 0.2966
H: 3.1553 -3.2836 3.2617
H: 2.4378 -4.0425 5.5230
H: 0.1365 -3.7141 6.2804
H: -1.5465 -2.6461 4.8005
H: -4.6557 -0.6469 3.4049
H: -6.6612 0.8018 3.2237
H: -7.1705 1.9865 1.1478
H: -5.6784 1.7726 -0.8379
Br: -3.1007 3.1630 2.0913
C: -1.2996 3.5025 1.5891
C: -0.7710 4.7624 1.8284
C: 0.5410 5.0261 1.5246
Br: 1.2208 6.7727 1.9019
C: 1.3897 4.0345 1.0038
C: 2.7624 4.1975 0.7359
C: 3.4939 3.1171 0.3257
C: 2.8449 1.8860 0.1519
N: 1.5606 1.7163 0.3279
C: 0.8284 2.7509 0.7522
C: -0.5622 2.4593 1.0095
O: -1.0274 1.3152 0.7540
H: -1.3962 5.5270 2.2655
H: 3.2190 5.1664 0.8839
H: 4.5550 3.1911 0.1422
H: 3.4192 1.0163 -0.1166